{
  "formula": "C6H10N2",
  "method": "ωB97M-V/def2-TZVPD",
  "symbols": ["C", "C", "C", "C", "C", "C", "N", "N", "H", "H", "H", "H", "H", "H", "H", "H", "H", "H"],
  "xyz": [[2.166736, -0.849945, 1.367030], [-1.042712, 0.615668, 0.642137], [-0.029675, 1.229040, 0.941910], [-2.800368, 0.502861, -1.267518], [2.366438, -0.173321, -0.910223], [-2.096664, -0.179147, -0.015819], [2.503115, -1.045590, 2.503598], [1.751417, -0.312161, 0.369388], [2.664598, -1.934827, 2.966500], [0.456350, 1.945537, 1.505631], [-3.295728, 1.384463, -1.063182], [-1.999035, 0.914678, -1.996743], [-3.397176, -0.121070, -1.901587], [1.704937, -0.857929, -1.604307], [2.256010, 0.817961, -1.189454], [3.337950, -0.497064, -0.912326], [-1.738534, -1.157997, -0.208100], [-2.807659, -0.281161, 0.773058]],
  "forces_ev_per_a": [[1.4, -3.0, -0.6], [-2.8, -1.2, -1.6], [2.9, -0.7, -0.6], [4.0, -0.5, -1.2], [-4.5, -2.4, -1.2], [-0.5, 2.1, -0.2], [0.1, 0.4, 3.8], [-2.1, 3.3, -0.9], [-0.1, 0.2, -0.7], [0.6, 1.1, 0.9], [-1.4, 1.6, 1.1], [-0.8, -0.9, 1.2], [-0.5, -0.7, 0.2], [1.5, 1.3, 0.7], [0.0, 1.8, -0.9], [2.5, -0.8, 0.1], [0.5, -1.2, -0.5], [-1.0, -0.5, 0.4]],
  "multiplicity": 3,
  "homo_lumo_gap_ev": [4.48, 6.54],
  "relative_energy_kj_mol": 398.0
}


{
  "formula": "C23H35AsBr2F6GeN4O7S5Si2W",
  "method": "ωB97M-V/def2-TZVPD",
  "symbols": ["W", "F", "C", "F", "F", "S", "O", "O", "N", "S", "O", "O", "C", "F", "F", "F", "Br", "C", "C", "C", "N", "C", "C", "C", "C", "C", "Br", "C", "C", "N", "H", "H", "H", "H", "H", "H", "C", "Si", "C", "C", "As", "Si", "C", "C", "C", "H", "H", "H", "H", "H", "H", "H", "H", "H", "H", "H", "H", "H", "H", "H", "H", "H", "H", "S", "C", "N", "C", "Ge", "C", "C", "C", "H", "H", "H", "H", "H", "H", "H", "H", "H", "H", "H", "O", "S", "O", "O", "S"],
  "xyz": [[0.901402, 0.849703, -0.111494], [3.445238, 4.997034, 1.442247], [2.535984, 4.234719, 2.033805], [3.096752, 3.550494, 3.020852], [1.615740, 5.028459, 2.563264], [1.925011, 3.039261, 0.714429], [1.460763, 1.702070, 1.342040], [1.955227, 3.382553, -0.716113], [3.531048, 2.440829, 0.599910], [3.652626, 1.932047, -0.849005], [2.516817, 0.932364, -1.035669], [4.017896, 2.660135, -2.012827], [5.201382, 0.840252, -0.742847], [5.766418, 0.812083, -1.950733], [5.032048, -0.430826, -0.388839], [6.053881, 1.402845, 0.100210], [-0.698520, 6.081480, -4.958089], [-0.354986, 4.265819, -4.636211], [0.925708, 3.764441, -4.750262], [1.099879, 2.405630, -4.526926], [0.116775, 1.588689, -4.176175], [-1.102397, 2.103585, -4.018687], [-1.403876, 3.428979, -4.287472], [-2.150685, 1.189028, -3.470443], [-3.042387, 0.598671, -4.363709], [-3.997267, -0.265580, -3.868271], [-5.208242, -1.117011, -5.043538], [-4.061252, -0.521022, -2.513469], [-3.136647, 0.106601, -1.699736], [-2.198009, 0.939825, -2.142147], [1.767965, 4.395448, -4.990543], [2.084524, 1.962982, -4.622671], [-2.408773, 3.810679, -4.176261], [-2.961982, 0.812710, -5.419551], [-4.804776, -1.186493, -2.101538], [-3.129701, -0.066734, -0.627948], [-3.852109, -2.624399, 0.613524], [-2.540976, -1.845330, 1.840241], [-2.068946, -3.539642, 2.694587], [-3.559659, -0.515215, 2.821946], [-0.543562, -0.532910, 1.092072], [0.042184, -0.856299, 3.743896], [0.765574, 0.876041, 4.034484], [-1.270611, -1.030149, 5.146446], [1.335145, -2.228457, 4.055020], [-4.686721, -3.009373, 1.199891], [-3.434051, -3.458456, 0.054107], [-4.253620, -1.899275, -0.091587], [-2.930794, -3.950325, 3.217852], [-1.237097, -3.456142, 3.388450], [-1.793536, -4.237297, 1.905229], [-4.495094, -0.298380, 2.310537], [-2.939079, 0.382963, 2.790219], [-3.780621, -0.774084, 3.852294], [0.730807, 1.189976, 5.076849], [0.196973, 1.609095, 3.454888], [1.806826, 0.929461, 3.716477], [-1.870146, -0.124762, 5.213323], [-0.731091, -1.142876, 6.085858], [-1.941297, -1.876473, 5.020706], [2.161175, -2.132296, 3.354541], [0.938653, -3.237888, 3.963270], [1.733756, -2.109729, 5.062991], [2.549248, -0.813125, 1.028989], [3.622826, -0.046403, 2.041493], [4.336041, 0.402719, 2.832206], [2.276719, -3.307087, -1.989055], [0.854086, -2.398806, -0.933683], [-0.894088, -3.300790, -1.394187], [1.011806, -3.426220, 0.813746], [0.489244, -0.611772, -1.673418], [2.193684, -4.383494, -1.847061], [3.271394, -2.998588, -1.669340], [2.167117, -3.093340, -3.051357], [-0.906137, -4.344934, -1.087434], [-1.103922, -3.262477, -2.462325], [-1.679482, -2.776025, -0.845267], [0.780240, -4.447234, 0.516896], [0.284543, -3.085769, 1.552091], [2.009950, -3.405126, 1.232378], [-0.466903, -0.717552, -2.180022], [1.228265, -0.344901, -2.434846], [0.200781, 1.996792, -1.259576], [-0.619913, 3.181094, -0.669421], [0.382648, 3.608974, 0.868232], [-0.518794, 4.338658, -1.495874], [-1.295014, 1.455878, 0.873140]],
  "forces_ev_per_a": [[-3.4, -7.3, -2.7], [-0.1, -0.1, -0.1], [0.4, 0.5, 0.7], [-0.1, -0.2, -0.2], [-0.2, -0.3, -0.3], [2.6, 5.6, 0.5], [2.3, 1.0, 4.7], [-0.4, 1.1, -0.2], [0.4, 0.0, 0.1], [3.1, 0.3, 0.8], [2.3, 0.1, -2.6], [-0.4, 0.2, -0.4], [0.5, -0.3, 0.0], [-0.2, 0.2, 0.0], [-0.3, 0.2, 0.0], [-0.2, 0.2, 0.0], [0.0, 0.2, 0.0], [-0.1, -0.1, -0.2], [0.0, 0.0, 0.1], [0.0, 0.1, 0.0], [-0.1, -0.3, 0.2], [0.2, 0.2, 0.3], [0.1, 0.0, 0.1], [-0.6, -0.6, 0.3], [0.2, 0.1, 0.0], [-0.1, -0.1, -0.1], [0.1, 0.1, 0.0], [-0.1, -0.1, 0.0], [0.2, 0.3, -0.1], [-0.2, 0.5, -1.0], [0.0, 0.0, 0.0], [0.0, 0.0, 0.0], [0.0, 0.0, 0.0], [-0.1, 0.0, 0.0], [0.0, 0.0, 0.0], [-0.1, 0.0, 0.0], [0.9, 0.8, 0.1], [-2.1, -1.6, -0.5], [0.6, 1.4, -0.3], [1.2, -0.2, -0.6], [-3.5, -3.7, 5.1], [1.1, 0.8, 0.7], [-0.1, -0.4, -0.4], [-0.2, 0.0, -1.1], [-0.4, 0.3, -0.5], [0.0, 0.1, 0.3], [0.0, 0.0, 0.0], [-0.1, 0.0, 0.0], [-0.2, 0.3, 0.0], [0.0, -0.2, 0.1], [0.0, 0.0, -0.1], [0.0, -0.1, -0.2], [-0.3, 0.2, 0.3], [0.1, -0.2, 0.1], [-0.1, -0.2, 0.1], [0.0, 0.1, 0.1], [0.0, 0.0, 0.0], [0.0, 0.1, 0.0], [0.3, 0.0, -0.1], [0.0, -0.1, 0.1], [0.0, 0.0, 0.0], [-0.1, 0.0, 0.0], [-0.1, 0.1, 0.1], [-0.1, -1.5, 0.2], [0.0, 0.5, 0.5], [0.1, -0.1, 0.0], [-0.2, 0.3, 0.2], [-0.3, -3.1, -1.6], [0.5, 0.3, 0.0], [0.1, 0.9, -0.2], [1.1, -0.5, 0.9], [0.0, -0.1, 0.1], [0.0, 0.1, 0.0], [0.0, 0.1, 0.0], [0.0, -0.1, 0.1], [-0.1, 0.1, -0.1], [-0.1, 0.0, -0.2], [-0.2, 0.0, -0.2], [0.2, -0.2, 0.1], [0.0, 0.1, 0.1], [-0.2, 0.1, 0.6], [0.0, -0.2, 0.1], [-0.9, 2.5, -4.5], [-1.4, 4.0, 0.5], [-0.3, 0.1, -1.1], [0.3, -0.3, -0.2], [-1.3, -1.6, 1.7]],
  "homo_lumo_gap_ev": 6.13,
  "relative_energy_kj_mol": 956.8
}


{
  "formula": "C5H11BN2",
  "method": "ωB97M-V/def2-TZVPD",
  "symbols": ["B", "C", "C", "C", "C", "C", "N", "N", "H", "H", "H", "H", "H", "H", "H", "H", "H", "H", "H"],
  "xyz": [[-1.663116, -0.189789, -0.153480], [-4.026198, 0.199344, 0.327636], [-2.973884, 0.607273, -0.396227], [1.897282, -0.786484, -0.444996], [0.690540, -1.509107, 0.058585], [2.315078, 0.494985, 0.405848], [-0.517480, -0.742088, -0.022489], [1.832280, 1.631346, -0.245795], [-4.963563, 0.668308, 0.109350], [-4.031487, -0.514498, 1.037091], [-2.940656, 1.280690, -1.115057], [2.792558, -1.567250, -0.546000], [1.934549, -0.280186, -1.448486], [0.668653, -2.372088, -0.531749], [0.630478, -1.974310, 1.109376], [2.028741, 0.456801, 1.439476], [3.451977, 0.705742, 0.543989], [2.030574, 2.444850, 0.314137], [0.843671, 1.446468, -0.441200]],
  "forces_ev_per_a": [[2.5, -0.5, 0.0], [0.0, 3.3, -3.3], [1.0, -4.9, 4.2], [4.3, 0.9, 0.8], [-1.5, 0.3, 1.5], [3.1, -1.6, 0.6], [-2.4, 0.9, -0.7], [-1.2, 0.9, -1.4], [-0.7, 0.2, 0.2], [0.3, -2.4, 2.2], [-0.5, 3.2, -3.1], [-1.8, 1.6, 0.6], [-1.1, -1.1, 0.5], [-0.8, -1.5, -1.3], [1.2, 1.1, -1.1], [-0.8, -0.6, 0.8], [-1.4, -1.1, -0.7], [-0.6, 0.4, -0.1], [0.2, 1.0, 0.3]],
  "smiles": "C=C/B=N/CCCN",
  "homo_lumo_gap_ev": 9.39,
  "relative_energy_kj_mol": 179.2
}